1.
ORCA calculation (ωB97M-V/def2-TZVPD) on a cluster of 6 separate species, C13H38ClIN13O7S in total in a non-equilibrium geometry.

Geometry (Å):
N -0.54813 3.49310 -0.87590
C -0.42187 2.25131 -0.18432
N -1.39286 1.83849 0.67199
N 0.77033 1.47770 -0.46300
C 1.57043 1.20488 0.76515
C 1.13286 -0.08169 1.59281
C 1.77577 -0.15946 3.05242
I 1.38911 -2.16076 3.89123
C 0.50286 0.25914 -1.27798
C -0.17912 0.58680 -2.70205
C 0.81021 1.27238 -3.74061
C 2.24017 0.59293 -3.84430
S 3.24349 1.61255 -5.03707
O 3.94197 2.74780 -4.33517
O 2.28606 2.21993 -6.02268
Cl 4.57351 0.45894 -6.13886
H 0.21312 3.60934 -1.55703
H -0.59961 4.27305 -0.20621
H -1.49112 2.30366 1.57705
H -2.01819 1.10098 0.32260
H 1.41046 2.10244 1.46148
H 2.69118 1.18466 0.56860
H -0.00470 -0.09110 1.69045
H 1.44144 -1.04520 1.06632
H 1.39408 0.62339 3.76764
H 2.91247 -0.09638 2.99367
H 1.48716 -0.28625 -1.40096
H -0.21106 -0.48417 -0.77860
H -1.10450 1.23413 -2.60395
H -0.54967 -0.42457 -3.08333
H 0.32976 1.17331 -4.77163
H 0.89480 2.39454 -3.56176
H 2.79224 0.62538 -2.85018
H 2.17974 -0.47226 -4.23953
C -4.57508 4.93066 0.93151
O -5.10161 5.87416 1.48876
N -5.21549 4.17153 0.00503
N -3.28909 4.55059 1.18934
H -4.79598 3.38966 -0.46439
H -6.16714 4.41853 -0.21371
H -2.77985 5.08887 1.87072
H -2.83676 3.77692 0.74145
C 0.41401 -6.57890 4.61070
O 0.83314 -7.00072 3.54187
N -0.25148 -7.36339 5.49768
N 0.57670 -5.29002 5.00502
H -0.60263 -7.03588 6.37892
H -0.39262 -8.32560 5.24275
H 1.06488 -4.67856 4.37464
H 0.23902 -4.92229 5.88098
C -5.56651 3.97837 -4.11856
O -6.12936 3.06731 -3.52792
N -5.68314 4.16651 -5.45721
N -4.77512 4.87957 -3.47934
H -5.22993 4.90741 -5.95923
H -6.26204 3.51756 -5.96274
H -4.66806 4.76748 -2.48497
H -4.30118 5.63540 -3.93851
C 5.22900 -3.42257 -5.67376
O 6.01344 -2.81705 -4.95962
N 5.01616 -4.75927 -5.55973
N 4.50096 -2.80810 -6.64404
H 4.37702 -5.27475 -6.13594
H 5.53771 -5.24774 -4.85202
H 4.63447 -1.81694 -6.75685
H 3.85051 -3.28376 -7.24183
C 0.22288 -3.41153 8.65038
O -0.09969 -3.84293 7.55012
N 1.50907 -3.12815 8.97504
N -0.67917 -3.18102 9.63636
H 1.79462 -2.77463 9.86935
H 2.20657 -3.28717 8.26799
H -1.64356 -3.38001 9.43168
H -0.43709 -2.82858 10.54379

total charge	+1
E_HOMO	-10.91	eV
HOMO-LUMO gap	4.902	eV
LUMO	-6.010	eV
energy	-79254.18504	eV

=====

2.
ORCA calculation (ωB97M-V/def2-TZVPD) on a structure of composition C51H43AsF5Ge2NaPS3.

Geometry (Å):
Na -0.71630 -1.76913 -0.56218
S 0.42617 0.23780 1.05164
C 1.83156 0.30609 2.09324
C 1.69257 0.35069 3.48890
C 2.79678 0.44005 4.31806
C 4.07732 0.48271 3.77860
C 4.23433 0.43470 2.39958
C 3.13153 0.35112 1.55652
As 3.23868 0.23530 -0.39077
C 2.87189 2.10777 -0.82778
C 2.58325 3.06631 0.13495
C 2.38229 4.39218 -0.22789
C 2.47232 4.76993 -1.55959
C 2.75162 3.81512 -2.52928
C 2.94255 2.49072 -2.16452
C 5.21164 0.38752 -0.53169
C 5.91986 1.58754 -0.51378
C 7.30486 1.59870 -0.61546
C 8.00848 0.40710 -0.73288
C 7.31660 -0.79546 -0.75338
C 5.93052 -0.79887 -0.66009
H 0.69435 0.29806 3.90703
H 2.65747 0.46866 5.39310
H 4.94579 0.55172 4.42278
H 5.23282 0.46730 1.98012
H 2.49826 2.78066 1.17628
H 2.13204 5.11935 0.53465
H 2.30156 5.80158 -1.84574
H 2.79259 4.09617 -3.57493
H 3.13042 1.74560 -2.92955
H 5.38294 2.52400 -0.41744
H 7.83670 2.54308 -0.60035
H 9.08918 0.41646 -0.81159
H 7.85440 -1.73153 -0.84827
H 5.39544 -1.74267 -0.68723
S -4.54017 -4.96234 2.41104
P -3.30744 -4.18524 1.07010
S -1.81271 -3.00034 1.66942
C -4.27996 -3.33507 -0.23378
C -5.17680 -4.09025 -0.98996
C -5.89727 -3.50312 -2.01505
C -5.74034 -2.14759 -2.28885
C -4.87151 -1.38794 -1.52542
C -4.14085 -1.98129 -0.50160
C -2.54146 -5.53288 0.07663
C -2.00654 -5.25730 -1.17962
C -1.36587 -6.24998 -1.90529
C -1.24670 -7.53018 -1.37828
C -1.78199 -7.81070 -0.12895
C -2.43266 -6.81757 0.59276
H -5.30136 -5.14336 -0.76480
H -6.57912 -4.10204 -2.60761
H -6.29153 -1.68950 -3.10164
H -4.74553 -0.33118 -1.72420
H -3.47252 -1.38457 0.10904
H -2.10660 -4.26790 -1.61079
H -0.96521 -6.01748 -2.88463
H -0.74316 -8.30699 -1.94209
H -1.69697 -8.80904 0.28516
H -2.87290 -7.02596 1.56055
C -3.52608 4.77762 -1.91893
Ge -2.27831 3.23403 -2.06757
C -3.24644 1.89155 -3.13429
C -0.75360 3.86837 -3.12922
Ge -1.47037 2.24836 0.03936
C -0.79806 3.71081 1.18452
C -0.86634 5.04304 0.77459
C -0.36239 6.07158 1.56120
C 0.24046 5.78360 2.77769
C 0.32676 4.46181 3.19872
C -0.19035 3.44124 2.41281
C -3.04517 1.44911 0.93823
C -2.93579 0.56092 2.01133
C -4.06050 -0.02456 2.57863
C -5.32490 0.26637 2.08813
C -5.45670 1.14761 1.02405
C -4.32930 1.72711 0.45817
H -3.96624 4.97842 -2.89957
H -3.01037 5.67924 -1.58586
H -4.33200 4.56826 -1.21487
H -3.12617 2.11344 -4.19718
H -4.31229 1.91139 -2.89752
H -2.86641 0.88541 -2.95492
H -1.09542 4.20554 -4.11085
H -0.02963 3.06521 -3.26685
H -0.24477 4.69317 -2.62783
H -1.31744 5.28984 -0.17987
H -0.43186 7.09768 1.21690
H 0.64392 6.58087 3.39127
H 0.80574 4.22049 4.14086
H -0.10015 2.41316 2.74351
H -1.95484 0.28192 2.37460
H -3.93816 -0.75320 3.37032
H -6.19725 -0.21891 2.50866
H -6.43685 1.36652 0.61519
H -4.46022 2.40146 -0.38176
F -2.52178 -2.92162 -3.49026
C -1.80097 -1.82101 -3.86667
C -0.93836 -1.22102 -2.98050
C -0.26437 -0.14576 -3.51067
F 0.63050 0.54728 -2.74697
C -0.41697 0.32688 -4.80417
F 0.28181 1.38392 -5.27408
C -1.31447 -0.30958 -5.64048
F -1.49511 0.12558 -6.90468
C -2.01918 -1.40085 -5.16971
F -2.89025 -2.02271 -5.99500

total charge	-2
⟨S²⟩	0.756
E_HOMO (alpha / beta)	-1.55 / -2.90	eV
HOMO-LUMO gap (alpha / beta)	5.132 / 6.488	eV
LUMO (alpha / beta)	3.587 / 3.585	eV
energy relative to the best compared isomer or geometry (same formula, charge and spin)	0.00	kJ/mol
2S+1	2
energy	-287257.66414	eV

=====

3.
ORCA calculation (ωB97M-V/def2-TZVPD) on a cluster of 2 separate species, C4H10O in total in a non-equilibrium geometry.

Geometry (Å):
C 0.66650 -0.47365 -2.48632
O 1.13824 0.72010 -1.92310
H 0.35767 -0.36748 -3.53530
H 1.71079 -1.02549 -2.58257
H 0.05290 -1.00231 -1.82972
H 1.18567 0.76297 -0.95763
C 0.15935 -0.26351 2.08954
C -0.64810 0.73588 1.46738
C -1.61066 0.31486 0.54114
H -0.00172 -0.52680 3.12468
H 0.30010 -1.20765 1.54812
H 1.17100 0.12576 2.24199
H -0.51451 1.80698 1.78060
H -2.31713 1.10512 0.28416
H -1.65011 -0.70478 0.23705

E_HOMO	-9.38	eV
structure (SMILES)	C=CC.CO
HOMO-LUMO gap	10.347	eV
LUMO	0.971	eV
energy relative to the best compared isomer or geometry (same formula, charge and spin)	238.02	kJ/mol
energy	-6355.33600	eV

=====

4.
ORCA calculation (ωB97M-V/def2-TZVPD) on a structure of composition C5H10O.

Geometry (Å):
C 1.92059 0.28745 -0.01457
C 0.06187 -0.87715 1.03253
C -1.18257 -0.31275 0.40215
C -1.35038 1.15687 0.05226
C -0.22960 -1.20581 -0.33452
O 0.77521 -0.53045 -1.18742
H 2.34328 0.78818 -0.89106
H 2.54076 -0.51985 0.34999
H 1.60543 0.97644 0.75466
H 0.00163 -1.60930 1.83576
H -2.14802 -0.78380 0.62052
H -2.03892 1.29683 -0.79263
H -1.75709 1.71453 0.90358
H -0.39619 1.63256 -0.20491
H -0.48757 -2.15981 -0.78653
H 0.34154 0.14608 -1.73980

E_HOMO	-6.97	eV
HOMO-LUMO gap	7.664	eV
LUMO	0.689	eV
energy relative to the best compared isomer or geometry (same formula, charge and spin)	603.66	kJ/mol
energy	-7388.50882	eV

=====

5.
ORCA calculation (ωB97M-V/def2-TZVPD) on the molecule C4H7NO2 in a non-equilibrium geometry.

Geometry (Å):
N 0.52666 1.38478 1.52809
C 0.33623 0.03721 1.58584
O 0.85289 -0.67509 2.42603
C -0.60629 -0.50126 0.52064
C -0.48893 0.17734 -0.82898
C 0.07884 -0.69190 -1.99521
O -1.27033 -0.40998 -1.83411
H 1.12216 1.82120 2.21399
H 0.09329 1.93902 0.80710
H -1.63266 -0.42276 0.91696
H -0.41966 -1.57430 0.40655
H 0.37583 0.75341 -1.18155
H 0.55181 -1.59530 -1.64873
H 0.48016 -0.24238 -2.91663

E_HOMO	-9.46	eV
structure (SMILES)	NC(=O)C[C@H]1CO1
HOMO-LUMO gap	10.316	eV
LUMO	0.854	eV
energy relative to the best compared isomer or geometry (same formula, charge and spin)	322.49	kJ/mol
energy	-9843.93730	eV

=====

6.
ORCA calculation (ωB97M-V/def2-TZVPD) on a cluster of 2 separate species, C4H15N3O in total in a non-equilibrium geometry.

Geometry (Å):
C 0.23085 0.52687 1.62298
N -0.99394 -0.29546 1.51781
C -0.87626 -1.69563 1.16942
N -0.88850 -2.03882 -0.28150
C 0.49274 1.46182 0.44514
N 0.30194 0.80432 -0.88297
C -0.37514 1.67792 -1.81242
H 1.06529 -0.15959 1.72453
H -0.00642 1.11318 2.50640
H -1.77510 0.12190 1.02501
H 0.09110 -1.99803 1.56029
H -1.64381 -2.27795 1.68153
H -0.11436 -2.67093 -0.43732
H -1.74734 -2.53618 -0.48907
H -0.23640 2.27183 0.33966
H 1.49819 1.87187 0.51015
H -0.15009 -0.09681 -0.76774
H 0.08841 2.66379 -1.87416
H -0.47435 1.21017 -2.78643
H -1.38109 1.94246 -1.43349
H 2.57087 0.09801 -1.13030
H 1.72991 -1.14274 -1.25517
O 2.59349 -0.85198 -0.95233

E_HOMO	-8.49	eV
structure (SMILES)	CNCCNCN.O
HOMO-LUMO gap	9.430	eV
LUMO	0.943	eV
energy relative to the best compared isomer or geometry (same formula, charge and spin)	134.40	kJ/mol
energy	-10908.14661	eV